Record 1
The following is a quantum chemistry calculation of 2 unconnected molecules or ions with the total composition C3H6NO2S at a distorted geometry, from the Open Molecules 2025 dataset.

frontier orbital gap: 7.4 eV
HOMO level: -0.134 hartree
net charge: -1

The geometry in XYZ format:
```
13
Properties=species:S:1:pos:R:3:forces:R:3:mulliken_charge:R:1
C -0.0014 -1.3089 1.5099 -0.80 -1.92 -0.72 -0.277
C 0.1318 0.8445 -2.6699 -2.59 2.29 0.91 -0.521
C -0.6257 0.6285 -1.6017 -0.07 -0.34 -0.63 -0.200
N -1.2346 -1.1524 1.7285 0.00 0.48 0.00 -0.602
O 2.2308 -0.5981 2.4077 -0.32 0.39 -1.00 -0.706
O 0.3230 0.9615 2.3039 -0.52 1.51 0.01 -0.676
S 1.1787 0.0477 1.5145 1.50 -0.97 1.52 0.524
H 0.3180 -2.3518 1.3066 0.37 0.56 0.07 0.360
H -0.0026 1.7020 -3.3371 -0.56 -0.70 -0.20 0.211
H 1.0069 0.3724 -2.7301 3.63 -1.65 -0.27 0.338
H -0.3640 0.0196 -0.7595 0.36 -0.57 -0.11 -0.054
H -1.6253 0.9683 -1.5518 -0.82 1.02 0.19 0.247
H -1.3358 -0.1332 1.8789 -0.17 -0.11 0.22 0.355
```
Forces are in eV/Å.

***

Record 2
The following is a quantum chemistry calculation of a gas-phase ion, C3H6NO2S (charge +1) at a distorted geometry, from the Open Molecules 2025 dataset.

frontier orbital gap: 9.0 eV
HOMO level: -0.526 hartree
net charge: +1

The geometry in XYZ format:
```
13
Properties=species:S:1:pos:R:3:forces:R:3:mulliken_charge:R:1
C -0.3574 0.1770 0.2905 -0.11 0.05 -0.14 -0.467
C 0.5528 1.0143 -0.6188 -0.34 -0.26 0.13 -0.621
C 2.8965 -0.0121 0.0323 0.20 -0.97 -0.42 0.850
N 0.2959 -1.0507 0.6621 0.41 -0.05 0.12 -0.462
O 3.9770 -0.6770 0.2956 1.51 1.07 1.81 -0.165
O 2.9896 -1.1007 -0.6873 -1.83 -0.32 -1.47 -0.137
S 2.1159 1.3978 0.2553 -0.04 0.30 0.10 0.071
H -0.5980 0.7442 1.1925 -0.02 -0.04 -0.10 0.407
H -1.2890 0.0298 -0.2753 0.08 0.12 0.11 0.296
H 0.7937 0.4907 -1.5426 0.05 0.10 -0.05 0.363
H 0.0921 1.9758 -0.8494 0.24 0.05 -0.03 0.429
H -0.0538 -1.4375 1.5297 0.03 -0.02 -0.13 0.224
H 0.2689 -1.7583 -0.0610 -0.18 -0.05 0.07 0.212
```
Forces are in eV/Å.

***

Record 3
The following is a quantum chemistry calculation of a gas-phase ion, C3H6NO3 (charge +1) at a distorted geometry, from the Open Molecules 2025 dataset.

frontier orbital gap: 11.0 eV
HOMO level: -0.558 hartree
net charge: +1
SMILES: [NH3+][C@@]1(O)COC1=O

The geometry in XYZ format:
```
13
Properties=species:S:1:pos:R:3:forces:R:3:mulliken_charge:R:1
N -0.4952 -0.5557 0.7607 -0.17 -2.32 -2.46 -0.324
C 0.4479 -0.1615 -0.3583 3.26 -2.24 -0.80 0.731
O 0.0148 -0.8701 -1.4608 -2.58 1.28 2.60 -0.530
C 0.7834 1.3118 -0.3839 1.50 1.54 1.16 -0.593
O 2.2040 1.0899 -0.0179 -0.08 -1.71 -0.07 -0.292
C 2.0796 -0.2711 0.0509 -0.26 -0.82 -0.24 0.411
O 2.8489 -1.1623 0.2501 -1.41 1.76 -0.26 -0.427
H -1.1914 0.0758 0.4782 -2.34 0.95 0.64 0.347
H -0.1007 -0.3367 1.6356 0.35 0.25 1.68 0.338
H -0.9046 -1.5697 0.7021 1.29 2.08 0.02 0.392
H 0.6523 -1.1099 -2.0766 2.24 -0.57 -1.67 0.374
H 0.8701 1.9156 -1.3022 -1.06 -0.49 0.30 0.302
H 0.4513 1.8393 0.5276 -0.74 0.28 -0.88 0.272
```
Forces are in eV/Å.

***

Record 4
The following is a quantum chemistry calculation of 2 unconnected molecules or ions with the total composition C3H6NO3S at a distorted geometry, from the Open Molecules 2025 dataset.

frontier orbital gap (alpha / beta): 7.0 / 7.5 eV
HOMO level (alpha / beta): -0.135 / -0.139 hartree
net charge: -1

The geometry in XYZ format:
```
14
Properties=species:S:1:pos:R:3:forces:R:3:mulliken_charge:R:1
C 0.6747 1.1406 0.0207 -2.73 1.94 0.66 0.196
C 1.0771 -1.2855 0.2124 0.35 -0.01 -1.24 -0.947
C 1.6378 0.1557 -0.2619 -1.56 -3.38 -1.47 -0.369
N 0.5045 2.3651 0.0003 -1.36 0.40 0.60 -0.628
O -2.5517 0.2744 -1.4577 0.20 0.34 1.06 -0.558
O -3.2365 0.6322 0.9284 -0.16 0.74 0.29 -0.585
O -2.4187 -1.5348 0.1674 0.43 0.07 0.27 -0.607
S -2.3708 -0.0677 -0.0147 -0.20 -1.05 -1.63 0.785
H 0.8336 -1.2279 1.2776 0.45 -0.03 -0.03 0.308
H 1.9201 -2.0582 0.0042 -1.69 1.01 0.38 0.298
H 0.0563 -1.5322 -0.2352 1.64 0.15 0.11 0.242
H 1.9010 0.1537 -1.3378 0.00 -0.06 0.49 0.256
H 2.4496 0.3005 0.3414 2.61 0.67 1.32 0.263
H -0.4771 2.6842 0.3550 2.01 -0.80 -0.81 0.344
```
Forces are in eV/Å.

***

Record 5
The following is a quantum chemistry calculation of a gas-phase ion, C3H6NOS (charge -1) at a distorted geometry, from the Open Molecules 2025 dataset.

frontier orbital gap: 6.7 eV
HOMO level: -0.102 hartree
net charge: -1
SMILES: O=CNCC[S-]

The geometry in XYZ format:
```
12
Properties=species:S:1:pos:R:3:forces:R:3:mulliken_charge:R:1
O -1.9819 -0.2618 -2.1468 -0.17 0.07 0.38 -0.647
C -1.2773 0.5823 -1.5858 -0.46 -0.86 -1.18 -0.031
N -0.4773 0.3572 -0.5506 -0.29 1.23 0.15 -0.047
C -0.6279 -0.7496 0.3936 0.75 1.27 -0.27 -0.373
C 0.7302 -0.9968 1.0714 0.50 0.33 0.35 -0.681
S 1.7990 0.4948 1.3987 -0.54 0.00 -0.16 -0.717
H -1.2763 1.5857 -2.0586 0.52 0.08 0.56 0.334
H 0.0525 1.1545 -0.1886 0.18 -0.44 0.11 0.173
H -1.2783 -0.3856 1.2024 -0.37 -0.39 -0.33 0.187
H -1.0530 -1.5436 -0.2245 0.03 -0.32 0.66 0.298
H 0.5180 -1.3472 2.0916 0.17 -0.65 -0.56 0.260
H 1.3589 -1.6577 0.4673 -0.31 -0.32 0.31 0.245
```
Forces are in eV/Å.

***

Record 6
The following is a quantum chemistry calculation of a gas-phase ion, C3H6NOS (charge +1) at a distorted geometry, from the Open Molecules 2025 dataset.

frontier orbital gap: 9.7 eV
HOMO level: -0.595 hartree
net charge: +1
SMILES: C[N+]1(C)SC1=O

The geometry in XYZ format:
```
12
Properties=species:S:1:pos:R:3:forces:R:3:mulliken_charge:R:1
C -0.5445 -0.0811 -1.2112 0.44 -0.34 -2.96 -0.825
N 0.2116 -0.1196 -0.0254 3.23 -1.31 0.49 0.227
C -0.5333 -0.0645 1.1955 1.15 -4.37 3.59 -0.770
S 1.8264 -1.1808 0.0142 -1.13 0.46 0.02 0.128
C 1.5448 0.5060 0.0402 1.04 0.96 -0.40 0.416
O 1.9926 1.5899 0.0653 -0.65 -0.76 0.04 -0.322
H -1.2552 -0.8307 -1.2718 -1.56 -1.76 0.74 0.410
H -1.0662 0.8167 -1.1671 -0.89 1.88 -0.41 0.393
H -0.0617 -0.2524 -2.2027 0.62 0.77 1.13 0.318
H -1.1149 -1.0740 1.3546 0.97 1.97 -0.52 0.319
H 0.1947 -0.0185 2.1264 -1.58 0.39 -2.02 0.325
H -1.1943 0.7090 1.0821 -1.65 2.11 0.29 0.383
```
Forces are in eV/Å.

***

Record 7
The following is a quantum chemistry calculation of a molecular structure, C3H6NS at a distorted geometry, from the Open Molecules 2025 dataset.

frontier orbital gap (alpha / beta): 7.2 / 7.2 eV
HOMO level (alpha / beta): -0.531 / -0.531 hartree
net charge: +1

The geometry in XYZ format:
```
11
Properties=species:S:1:pos:R:3:forces:R:3:mulliken_charge:R:1
C 1.4794 1.2075 0.6723 0.79 1.83 0.15 -0.501
C 2.5370 1.2527 -0.1684 -0.51 -1.38 0.83 0.046
C 1.3224 -0.2315 0.7075 -1.52 -1.66 0.20 0.142
N -1.3159 -1.3441 -0.1430 -0.46 -2.22 1.55 -0.691
S 2.4907 -0.6831 -0.4245 -0.34 0.57 0.43 0.071
H 1.0899 2.0769 1.2580 0.01 -1.23 -0.51 0.326
H 3.3362 1.9186 -0.4556 -0.18 0.23 -0.19 0.436
H 0.5651 -0.9465 1.2525 1.86 1.44 -0.99 0.399
H -1.4374 -0.6050 0.5317 -0.77 0.18 -0.13 0.295
H -2.0955 -2.0398 -0.0530 1.14 0.49 1.05 0.255
H -1.5960 -1.0677 -1.0253 0.00 1.74 -2.40 0.223
```
Forces are in eV/Å.

***

Record 8
The following is a quantum chemistry calculation of a gas-phase ion, C3H6NS (charge +1) at a distorted geometry, from the Open Molecules 2025 dataset.

frontier orbital gap: 8.8 eV
HOMO level: -0.489 hartree
net charge: +1
SMILES: S=C1C[NH2+]C1

The geometry in XYZ format:
```
11
Properties=species:S:1:pos:R:3:forces:R:3:mulliken_charge:R:1
S 2.7245 0.0556 -0.0081 0.15 0.20 0.13 -0.187
C 1.1623 0.0237 0.0115 -1.84 2.63 -0.12 0.220
C -0.1834 1.1479 -0.0695 4.12 -2.33 -1.99 -0.575
N -1.0459 -0.1154 -0.0052 0.46 0.66 3.29 -0.133
C 0.1570 -1.0461 -0.0088 0.01 1.35 -1.88 -0.388
H -0.0612 1.6260 0.8334 -0.84 1.03 2.20 0.326
H -0.0738 1.8595 -0.8706 -0.93 -0.34 -0.73 0.330
H -1.3864 0.0353 0.9740 -0.07 -0.94 -0.81 0.381
H -1.8747 -0.3888 -0.5167 0.00 0.43 -0.95 0.334
H 0.2948 -1.3888 -1.0074 -0.53 -0.91 -0.93 0.292
H 0.2869 -1.8089 0.6676 -0.54 -1.77 1.79 0.401
```
Forces are in eV/Å.

***

Record 9
The following is a quantum chemistry calculation of a gas-phase ion, C3H6NS (charge +1) at a distorted geometry, from the Open Molecules 2025 dataset.

multiplicity: 3
frontier orbital gap (alpha / beta): 6.4 / 9.3 eV
HOMO level (alpha / beta): -0.374 / -0.615 hartree
net charge: +1

The geometry in XYZ format:
```
11
Properties=species:S:1:pos:R:3:forces:R:3:mulliken_charge:R:1
C -0.2250 0.4096 1.1189 0.82 0.19 2.57 -0.345
C 0.8616 -0.6258 -0.7792 0.54 -1.57 0.18 -0.505
C -0.6327 0.9615 -0.1737 -1.55 -0.31 0.50 0.001
N -0.3570 -0.4795 0.0104 -2.77 -4.68 -0.67 -0.156
S 0.7927 1.1315 -1.3279 2.33 2.59 -2.26 0.014
H 0.8837 0.6174 1.4593 -2.48 -0.66 -0.16 0.253
H -1.1107 0.1765 1.8019 1.84 0.91 -0.26 0.296
H 1.6953 -0.9781 -0.1384 -0.25 0.36 -0.56 0.341
H 0.7732 -1.2640 -1.6917 -0.17 0.42 0.76 0.349
H -1.6098 1.4024 -0.2926 -0.19 -0.08 -0.28 0.345
H -1.0715 -1.3515 0.0131 1.87 2.83 0.19 0.407
```
Forces are in eV/Å.

***

Record 10
The following is a quantum chemistry calculation of a molecular structure, C3H6NaO4 at a distorted geometry, from the Open Molecules 2025 dataset.

multiplicity: 2
frontier orbital gap (alpha / beta): 5.5 / 4.5 eV
HOMO level (alpha / beta): -0.256 / -0.256 hartree
net charge: 0

The geometry in XYZ format:
```
14
Properties=species:S:1:pos:R:3:forces:R:3:mulliken_charge:R:1
O 1.2358 0.9668 -0.9171 0.86 1.00 0.24 -0.626
C 0.1472 0.0745 -1.1654 -0.94 -0.51 -0.12 -0.291
C 0.1828 -1.0258 -0.1087 -0.47 -0.20 0.41 -0.307
O -1.0898 -1.6142 0.0443 1.45 -0.60 -1.36 -0.351
C -1.9988 -1.1108 0.9403 -2.00 1.11 2.17 0.634
O -3.0801 -1.6995 0.9626 0.51 -0.19 -0.53 -0.690
O -1.6701 -0.1267 1.6678 1.09 0.08 -0.84 -0.720
H 1.5897 1.3188 -1.7383 -0.10 -0.23 -0.15 0.301
H 0.2308 -0.3420 -2.1766 0.02 0.09 0.20 0.307
H -0.8043 0.6230 -1.0916 0.24 -0.22 0.06 0.258
H 0.5356 -0.6128 0.8473 -0.14 0.07 -0.13 0.255
H 0.8674 -1.8301 -0.4045 -0.09 0.16 -0.02 0.240
H 2.6355 2.9409 2.3304 0.35 0.12 0.38 0.109
Na 1.2183 2.4378 0.8096 -0.78 -0.70 -0.32 0.880
```
Forces are in eV/Å.

***

Record 11
The following is a quantum chemistry calculation of a molecular structure, C3H6NdO3 at a distorted geometry, from the Open Molecules 2025 dataset.

multiplicity: 5
frontier orbital gap (alpha / beta): 8.3 / 8.2 eV
HOMO level (alpha / beta): -0.678 / -0.702 hartree
net charge: +2

The geometry in XYZ format:
```
13
Properties=species:S:1:pos:R:3:forces:R:3:mulliken_charge:R:1
C 1.8211 -0.0499 -0.3009 0.94 -0.52 -0.28 -0.602
O 0.4243 0.0681 0.0565 -1.29 0.35 -0.35 -0.328
C -0.0099 -0.4035 1.2187 0.53 0.59 0.69 -0.084
C -1.1633 0.2629 1.7099 0.44 -0.34 0.72 0.123
O -1.8005 1.0315 0.9434 -0.15 -0.05 -0.31 -0.625
H 1.9896 0.6671 -1.1077 0.04 -0.15 0.15 0.256
H 2.4310 0.2060 0.5708 -0.08 -0.11 -0.24 0.354
H 1.9885 -1.0716 -0.6563 0.16 0.24 0.12 0.332
H 0.6535 -1.0271 1.8179 -0.22 -0.03 -0.14 0.475
H -1.3897 0.2191 2.7821 -0.29 -0.27 -0.28 0.431
Nd -1.4716 1.3284 -1.2481 -1.03 -2.14 -3.00 2.102
O -1.9391 -0.1904 -2.8098 1.03 2.98 3.26 -0.757
H -1.5339 -1.0407 -2.9765 -0.07 -0.55 -0.35 0.324
```
Forces are in eV/Å.

***

Record 12
The following is a quantum chemistry calculation of a molecular structure, C3H6O at a distorted geometry, from the Open Molecules 2025 dataset.

frontier orbital gap: 11.1 eV
HOMO level: -0.366 hartree
net charge: 0

The geometry in XYZ format:
```
10
Properties=species:S:1:pos:R:3:forces:R:3:mulliken_charge:R:1
C -0.8546 1.0698 0.2539 -0.67 -8.12 0.99 -1.037
C 0.0568 -0.0372 -0.4865 -3.06 1.82 0.06 0.088
C 0.9857 -0.9387 0.0552 5.70 -0.68 4.59 -0.253
H -0.9419 0.5975 1.3475 0.00 1.77 -2.36 0.263
H -1.8025 1.1027 -0.2890 -0.20 -0.54 0.43 0.260
H -0.4967 1.9541 0.1062 2.66 5.49 0.03 0.388
H 0.1589 -0.0192 -1.6058 -0.83 0.05 1.07 0.260
H 1.6188 -0.9191 1.2427 -1.75 0.39 -3.78 0.186
H 1.5294 -1.4174 -0.7479 1.09 -0.25 0.30 0.241
O -0.2538 -1.3924 0.1237 -2.94 0.08 -1.33 -0.396
```
Forces are in eV/Å.

***

For reference, energy above the lowest of the compared OMol25 structures with the same formula, charge and spin by record: 67.33; 112.22; 49.62; 105.58; 17.85; 53.31; 46.56; 19.60; 36.68; 64.40; 0.00; 78.81 kcal/mol.